{
  "formula": "C20H55MgN6O9",
  "method": "ωB97M-V/def2-TZVPD",
  "mol_weight_g_mol": 548.00,
  "homo_lumo_gap_ev": 7.870,
  "homo_ha": -0.372,
  "total_charge": 1,
  "elements": ["Mg", "C", "C", "O", "H", "H", "H", "H", "H", "C", "O", "N", "N", "H", "H", "H", "H", "C", "O", "N", "N", "H", "H", "H", "H", "C", "C", "O", "H", "H", "H", "H", "H", "H", "C", "C", "O", "H", "H", "H", "H", "H", "H", "C", "O", "C", "C", "N", "C", "C", "O", "C", "H", "H", "H", "H", "H", "H", "H", "H", "H", "H", "H", "H", "H", "H", "H", "C", "O", "C", "C", "N", "C", "C", "O", "C", "H", "H", "H", "H", "H", "H", "H", "H", "H", "H", "H", "H", "H", "H", "H"],
  "positions_angstrom": [[-3.10107, 0.24956, -0.97912], [0.23049, 0.30878, 1.54954], [0.04228, -0.17315, 0.09247], [-1.08516, 0.19861, -0.61695], [0.73069, 1.28954, 1.49756], [0.91126, -0.32433, 2.11323], [-0.71312, 0.55487, 2.04409], [-0.03247, -1.27726, 0.17788], [0.97384, 0.09318, -0.42340], [-3.51301, 2.10043, 1.32539], [-3.60458, 1.03651, 0.67637], [-4.60492, 2.68082, 1.86645], [-2.35526, 2.72529, 1.47442], [-5.53030, 2.30354, 1.78504], [-4.46998, 3.41619, 2.54010], [-2.31093, 3.55548, 2.04023], [-1.52364, 2.34014, 1.04445], [0.27786, -2.99374, -3.67106], [-0.03403, -1.95401, -4.24754], [0.93504, -4.06483, -4.16990], [0.03532, -3.06998, -2.31180], [1.22131, -4.10484, -5.13004], [1.11745, -4.82626, -3.54286], [0.35493, -3.88199, -1.80032], [0.07966, -2.16093, -1.87502], [0.13075, -4.61125, 0.66712], [1.00712, -5.71647, 0.12088], [1.73783, -5.24552, -1.02374], [-0.33066, -4.87954, 1.62155], [-0.72918, -4.36961, 0.03892], [0.68371, -3.69372, 0.88249], [0.33324, -6.52596, -0.17023], [1.72811, -6.00602, 0.88591], [2.15244, -6.01643, -1.42424], [0.02294, 2.82394, 4.95446], [-0.03711, 4.22948, 4.42420], [-1.18638, 4.95547, 4.95637], [-0.34147, 2.14954, 4.17539], [-0.58788, 2.66860, 5.83919], [1.06678, 2.58377, 5.14587], [-0.00632, 4.41651, 3.34503], [0.78241, 4.87104, 4.77615], [-1.21455, 5.81019, 4.51801], [-3.46123, -1.87986, 0.97102], [-3.61270, -1.56513, -0.42313], [-3.30511, -2.54806, -1.40551], [-3.52322, -1.88513, -2.76233], [-2.67476, -0.68373, -2.86553], [-3.11316, 0.16442, -4.01259], [-2.64488, 1.60146, -3.75243], [-2.74458, 1.94805, -2.36993], [-2.56605, 3.34032, -2.18482], [-3.28762, -2.95394, 1.06016], [-4.44514, -1.71944, 1.41321], [-2.69893, -1.30496, 1.48505], [-3.98898, -3.40418, -1.38367], [-2.29302, -2.94341, -1.31100], [-4.57334, -1.67696, -2.96073], [-3.22912, -2.67950, -3.46148], [-1.71811, -0.93381, -3.12128], [-4.19460, 0.22606, -4.11418], [-2.61813, -0.24319, -4.89331], [-3.31088, 2.28234, -4.30032], [-1.66350, 1.85751, -4.16395], [-2.58195, 3.54591, -1.12003], [-3.29065, 3.97363, -2.70777], [-1.61193, 3.62538, -2.64008], [3.26134, -1.13912, -2.71652], [4.48827, -1.37264, -2.03945], [4.83987, -0.35074, -1.15069], [4.19557, -0.45599, 0.22560], [4.87402, 0.44424, 1.14713], [4.13926, 0.67497, 2.38752], [4.16378, 2.11922, 2.83937], [3.03130, 2.80543, 2.30496], [3.11172, 4.17287, 2.63884], [2.53018, -1.55554, -2.00807], [3.11693, -1.76471, -3.59969], [3.11744, -0.10394, -3.02664], [4.69946, 0.64509, -1.60012], [5.93016, -0.34025, -1.03170], [4.13142, -1.49491, 0.55436], [3.14158, -0.14800, 0.09728], [4.99820, 1.32138, 0.65397], [4.61511, 0.09983, 3.18988], [3.10430, 0.32539, 2.33369], [5.09252, 2.65700, 2.61120], [4.12443, 2.16140, 3.93728], [2.22287, 4.67103, 2.23263], [3.96372, 4.63966, 2.14205], [3.01475, 4.37894, 3.70925]],
  "forces_ev_per_a": [[3.4, 0.6, -0.3], [0.0, 1.7, -0.9], [-0.8, -1.3, 0.3], [-0.7, 1.0, 0.3], [0.1, -0.1, 0.1], [-0.3, -0.2, 0.2], [-0.1, -0.8, 0.2], [0.7, -0.2, 0.0], [0.0, -0.2, -0.2], [-0.8, -0.4, -0.3], [-0.9, 0.4, 0.2], [0.3, 0.4, 0.4], [0.5, 0.4, 0.2], [0.1, -0.4, -0.1], [-0.2, 0.0, 0.0], [0.3, 0.0, 0.0], [0.0, -0.2, 0.1], [0.2, 1.0, 1.2], [0.0, -0.5, -0.7], [-0.3, 0.0, -0.3], [-0.5, -0.4, -0.3], [-0.1, 0.0, -0.1], [0.2, -0.1, -0.2], [0.4, 0.4, 0.1], [-0.1, -0.1, 0.3], [-0.3, 0.5, 0.5], [-0.3, 0.4, 0.1], [-0.4, -0.1, -0.1], [0.2, -0.4, 0.0], [0.2, 0.0, -0.3], [0.1, 0.0, -0.3], [0.4, -0.3, 0.1], [-0.1, -0.3, 0.0], [0.2, 0.1, 0.0], [0.0, -0.2, -1.1], [-0.1, 2.7, 0.9], [-0.4, -0.9, -0.4], [0.0, -0.2, 0.2], [0.1, 0.3, 0.1], [-0.1, -0.2, 0.1], [-0.1, -0.9, -0.2], [0.5, -0.7, 0.1], [0.0, 0.1, 0.1], [-1.0, -1.2, 0.0], [-0.1, 0.0, 0.3], [-0.6, -0.2, -0.6], [1.4, -1.3, 0.1], [-1.8, 0.3, -1.0], [1.1, 0.5, 0.9], [-0.4, 0.7, -0.9], [-0.8, -0.5, -0.2], [0.6, 0.4, -0.3], [0.3, 0.1, 0.0], [0.2, 0.2, 0.2], [0.2, 0.1, -0.4], [-0.1, 0.1, 0.5], [0.1, 0.4, 0.1], [0.0, 0.3, 0.2], [0.0, 0.3, -0.3], [0.2, -0.3, 0.7], [-0.1, -0.6, 0.0], [-0.4, 0.3, -0.4], [-0.1, -0.1, 0.0], [0.3, -0.4, 0.5], [0.1, 0.0, 0.0], [-0.4, -0.4, 0.1], [0.2, 0.0, 0.4], [-0.5, -1.1, 0.9], [0.4, 0.2, -1.0], [1.1, 0.4, 0.2], [-0.9, 0.6, -0.7], [-0.2, -0.2, -0.2], [0.8, 0.0, 0.4], [-0.5, 0.0, 0.5], [0.5, 0.2, 0.3], [-1.2, 0.4, -0.7], [-0.7, 0.9, -0.3], [0.8, -0.1, -0.1], [-0.1, 0.1, 0.4], [-0.6, 0.0, 0.1], [0.0, -0.6, 0.1], [0.6, 0.0, 0.2], [0.0, -0.1, 0.2], [0.0, 0.1, 0.1], [0.0, -0.1, -0.1], [-0.1, 0.2, -0.1], [0.0, -0.2, -0.5], [-0.2, -0.1, 0.0], [0.1, -0.2, -0.2], [0.3, 0.1, 0.5], [0.7, -0.2, 0.1]],
  "mulliken_charge": [1.541, -1.460, -0.074, -1.018, 0.347, 0.575, 0.300, -0.259, 0.188, 0.651, -0.383, -0.426, -0.199, 0.238, 0.158, 0.144, 0.113, 0.593, -0.674, -0.337, 0.223, 0.238, 0.112, 0.158, -0.333, -0.797, -0.334, -0.544, 0.472, 0.086, 0.149, 0.308, 0.353, 0.286, -0.578, -0.208, -0.613, -0.108, 0.390, 0.215, 0.206, 0.421, 0.298, -0.798, -0.156, 0.411, -1.016, 0.349, -0.753, -0.698, 0.022, -0.776, 0.450, 0.239, 0.145, 0.514, -0.222, 0.443, 0.357, -0.537, 0.414, 0.321, 0.471, 0.512, 0.166, 0.289, 0.334, -0.418, -0.404, -0.897, 0.740, -0.450, 0.082, -0.807, -0.129, -0.934, 0.075, 0.235, 0.298, 0.394, 0.390, 0.303, -0.521, 0.278, 0.356, -0.268, 0.404, 0.448, 0.241, 0.336, 0.353]
}